# 1
Entry from the OMol25 dataset: C34H59BrF5N9O10 as an isolated structure (wB97M-V/def2-TZVPD).

Highest occupied orbital energy = -8.63 eV
LUMO level = -0.39 eV
HOMO-LUMO gap = 8.24 eV

```
! wB97M-V def2-TZVPD RIJCOSX def2/J DEFGRID3
* xyz 0 1
O 4.989 -0.375 1.638
C 4.078 -1.129 1.501
C 2.535 -0.943 1.575
C 1.713 0.063 2.199
C 0.263 -0.114 2.093
C -0.247 -1.283 1.371
C -1.808 -1.444 1.327
F -2.291 -0.758 2.446
F -2.364 -0.879 0.203
C -2.226 -2.954 1.541
F -1.421 -3.608 2.441
F -3.475 -2.945 2.131
F -2.197 -3.687 0.396
C 0.600 -2.275 0.707
C 2.035 -2.110 0.809
C 3.226 -2.954 0.259
O 3.276 -3.685 -0.676
N 4.308 -2.557 1.187
Br 3.809 -3.613 2.694
H 2.177 0.907 2.747
H -0.403 0.640 2.563
H 0.192 -3.159 0.164
C -2.881 0.701 -2.166
C -1.611 1.513 -2.174
O -0.790 1.440 -1.272
N -1.397 2.346 -3.231
C -2.248 2.565 -4.384
H -2.908 0.090 -1.265
H -3.749 1.363 -2.165
H -2.909 0.041 -3.036
H -0.529 2.857 -3.169
H -1.685 2.312 -5.285
H -2.519 3.623 -4.420
H -3.151 1.964 -4.345
C -1.040 4.424 1.036
C 0.230 5.234 1.033
O 1.054 5.160 1.934
N 0.444 6.070 -0.022
C -0.406 6.293 -1.172
H -1.074 3.808 1.931
H -1.905 5.090 1.040
H -1.067 3.769 0.162
H 1.313 6.580 0.041
H 0.156 6.041 -2.074
H -0.677 7.350 -1.206
H -1.310 5.692 -1.134
C -2.498 5.982 5.914
C -2.266 6.253 4.449
O -2.913 5.695 3.575
N -1.300 7.149 4.117
C -0.436 7.903 5.001
H -3.294 5.249 6.022
H -1.591 5.579 6.368
H -2.799 6.900 6.422
H -1.199 7.280 3.122
H -0.596 8.968 4.820
H 0.601 7.655 4.767
H -0.630 7.684 6.048
C 4.663 0.659 -1.432
C 3.170 0.838 -1.542
O 2.429 0.844 -0.565
N 2.646 0.996 -2.785
C 3.345 1.018 -4.058
H 4.938 0.546 -0.388
H 4.974 -0.238 -1.972
H 5.175 1.536 -1.831
H 1.642 1.110 -2.783
H 3.150 1.977 -4.541
H 2.950 0.216 -4.683
H 4.414 0.887 -3.941
C -6.220 -7.469 1.057
C -6.698 -7.211 2.465
O -7.477 -7.961 3.032
N -6.229 -6.101 3.098
C -5.307 -5.103 2.591
H -6.675 -8.384 0.685
H -6.513 -6.644 0.405
H -5.135 -7.592 1.046
H -6.590 -5.992 4.033
H -4.436 -5.071 3.248
H -5.805 -4.132 2.612
H -4.985 -5.321 1.577
C -2.427 -4.255 -5.304
C -3.235 -3.294 -4.469
O -3.413 -2.132 -4.806
N -3.770 -3.759 -3.309
C -3.670 -5.090 -2.743
H -2.067 -3.744 -6.194
H -1.566 -4.612 -4.737
H -3.050 -5.096 -5.615
H -4.296 -3.061 -2.804
H -4.679 -5.494 -2.630
H -3.204 -5.011 -1.759
H -3.083 -5.759 -3.365
C 0.338 -3.023 6.665
C 1.542 -3.166 5.768
O 1.645 -2.550 4.719
N 2.530 -4.017 6.166
C 2.583 -4.826 7.367
H -0.360 -2.317 6.220
H -0.165 -3.986 6.774
H 0.641 -2.643 7.642
H 3.304 -4.063 5.521
H 3.469 -4.542 7.938
H 2.670 -5.875 7.075
H 1.700 -4.698 7.986
C 6.418 1.742 -8.069
C 6.005 2.017 -6.645
O 5.270 1.262 -6.025
N 6.479 3.147 -6.056
C 7.352 4.154 -6.623
H 5.965 0.811 -8.402
H 6.076 2.547 -8.721
H 7.503 1.642 -8.131
H 6.162 3.267 -5.105
H 8.254 4.217 -6.011
H 6.837 5.117 -6.597
H 7.630 3.924 -7.648
*
```

***

# 2
Entry from the OMol25 dataset: C34H59BrNP3V as an isolated structure (wB97M-V/def2-TZVPD).

Energy above the lowest of the compared OMol25 structures with the same formula, charge and spin = 1.506 eV
Highest occupied orbital energy (alpha / beta) = -12.33 / -12.32 eV
LUMO level (alpha / beta) = -6.91 / -7.45 eV
⟨S²⟩ = 3.79
HOMO-LUMO gap (alpha / beta) = 5.42 / 4.87 eV

```
! wB97M-V def2-TZVPD RIJCOSX def2/J DEFGRID3
* xyz 2 4
C 2.847 4.554 -1.194
C 1.641 4.063 -1.721
C 1.447 3.984 -3.105
C 2.369 4.595 -3.938
N 3.496 5.131 -3.463
C 3.699 5.159 -2.136
C 0.482 3.776 -0.987
C -0.593 3.189 -0.978
C -1.948 2.722 -0.774
C -2.248 1.325 -0.791
C -3.245 0.899 0.169
C -3.641 1.953 1.046
C -3.786 3.287 0.642
C -2.900 3.656 -0.347
V -1.697 0.494 1.269
P 1.537 -0.209 -0.510
H 0.545 3.538 -3.495
H 3.111 4.549 -0.152
H 2.209 4.603 -5.018
H 4.610 5.661 -1.825
H -2.754 4.668 -0.706
H -1.546 0.698 -1.338
H -4.499 4.031 1.046
H -3.647 -0.062 0.428
C 2.352 -1.865 -0.460
C 3.461 -2.302 -1.412
H 1.500 -2.559 -0.531
H 2.734 -1.962 0.565
H 3.689 -3.349 -1.181
H 3.166 -2.271 -2.463
H 4.395 -1.756 -1.255
C 1.813 0.197 -2.287
C 3.115 0.840 -2.732
H 0.959 0.814 -2.596
H 1.711 -0.764 -2.800
H 3.050 1.137 -3.782
H 3.356 1.755 -2.188
H 3.989 0.181 -2.700
C 2.852 0.805 0.343
C 4.318 0.408 0.244
H 2.563 0.843 1.402
H 2.690 1.821 -0.039
H 4.902 1.119 0.835
H 4.535 -0.580 0.663
H 4.736 0.477 -0.766
Br -4.778 1.573 2.537
P -1.669 -1.816 -2.076
C -0.546 -2.750 -3.143
C -1.164 -4.038 -3.617
H 0.359 -2.937 -2.536
H -0.237 -2.118 -3.984
H -0.469 -4.603 -4.229
H -1.413 -4.706 -2.800
H -2.036 -3.894 -4.247
C -2.657 -2.937 -1.023
C -4.130 -3.081 -1.388
H -2.567 -2.544 0.010
H -2.170 -3.923 -1.001
H -4.666 -3.705 -0.664
H -4.663 -2.126 -1.377
H -4.276 -3.578 -2.352
C -2.673 -0.641 -3.041
C -3.174 -1.160 -4.369
H -2.005 0.221 -3.220
H -3.507 -0.243 -2.444
H -3.762 -0.392 -4.880
H -2.358 -1.410 -5.051
H -3.851 -2.007 -4.251
C 0.473 2.282 2.488
C 0.850 0.974 3.265
C 0.691 1.010 4.800
P -0.083 -0.521 2.587
C 1.053 -1.942 2.733
C 1.649 -2.112 4.145
C 0.476 -3.258 2.185
C -1.838 -0.806 3.435
C -1.741 -1.536 4.772
C -2.444 0.568 3.572
H -0.599 2.554 2.677
H 0.718 2.205 1.394
H 1.131 3.028 2.968
H 1.906 0.681 3.044
H -0.359 1.151 5.067
H 1.100 0.115 5.307
H 1.251 1.870 5.169
H 1.852 -1.574 2.061
H 0.879 -2.220 4.924
H 2.284 -3.011 4.192
H 2.292 -1.266 4.425
H 0.125 -3.111 1.152
H 1.275 -4.025 2.166
H -0.355 -3.616 2.820
H -2.426 -1.424 2.707
H -1.055 -1.015 5.457
H -2.724 -1.569 5.262
H -1.434 -2.582 4.637
H -2.412 1.080 2.560
H -3.494 0.367 3.879
H -2.007 1.271 4.319
*
```

***

# 3
Entry from the OMol25 dataset: a 13-piece molecular cluster, C34H59Cl24NO5S2 overall (wB97M-V/def2-TZVPD).

Energy above the lowest of the compared OMol25 structures with the same formula, charge and spin = 0.000 eV
Highest occupied orbital energy = -9.12 eV
LUMO level = -1.80 eV
HOMO-LUMO gap = 7.32 eV

```
! wB97M-V def2-TZVPD RIJCOSX def2/J DEFGRID3
* xyz 0 1
C -1.474 3.175 5.281
S -0.878 3.295 3.635
O -1.490 4.393 2.964
O 0.543 3.330 3.711
C -1.333 1.829 2.759
C -2.338 1.828 1.916
C -2.667 0.615 1.172
O -3.715 0.522 0.589
C -1.680 -0.484 1.113
S -1.914 -1.746 -0.059
C -0.651 -0.478 1.963
C 0.414 -1.502 2.032
C 1.813 -0.991 1.637
C 2.048 -0.763 0.181
N 3.356 -0.990 -0.235
O 1.220 -0.344 -0.591
C -0.545 0.597 2.963
O 0.186 0.470 3.930
H -1.253 2.223 5.729
H -0.917 3.929 5.809
H -2.510 3.442 5.348
H -2.916 2.713 1.739
H -3.218 -2.005 0.110
H 0.495 -1.819 3.054
H 0.112 -2.336 1.426
H 1.985 -0.037 2.113
H 2.546 -1.662 2.053
H 3.763 -1.739 0.310
H 3.322 -1.248 -1.210
Cl -4.140 5.597 -1.073
C -2.385 5.356 -1.288
C -2.082 4.181 -2.178
Cl -2.508 2.635 -1.408
H -1.942 5.238 -0.301
H -1.992 6.268 -1.736
H -1.019 4.143 -2.386
H -2.610 4.244 -3.131
Cl 8.003 -3.382 -1.491
C 6.913 -2.004 -1.816
C 6.882 -1.023 -0.677
Cl 6.096 -1.695 0.767
H 5.923 -2.403 -2.022
H 7.280 -1.513 -2.715
H 6.307 -0.150 -0.970
H 7.882 -0.704 -0.396
Cl 4.094 -0.348 5.452
C 2.958 0.976 5.061
C 2.795 1.943 6.201
Cl 1.937 1.216 7.587
H 2.011 0.530 4.776
H 3.365 1.496 4.196
H 2.202 2.793 5.871
H 3.755 2.306 6.557
Cl 9.733 -6.665 -4.537
C 10.416 -5.520 -3.353
C 11.644 -4.826 -3.876
Cl 13.027 -5.938 -4.054
H 10.630 -6.071 -2.441
H 9.644 -4.783 -3.141
H 11.949 -4.050 -3.176
H 11.458 -4.368 -4.843
Cl 5.726 3.185 -0.235
C 4.557 3.911 -1.362
C 3.187 4.045 -0.755
Cl 2.372 2.475 -0.495
H 4.535 3.304 -2.263
H 4.940 4.898 -1.617
H 2.560 4.618 -1.431
H 3.228 4.561 0.201
Cl -5.700 -3.262 0.854
C -6.376 -2.458 2.301
C -5.595 -1.230 2.679
Cl -3.960 -1.641 3.274
H -6.384 -3.185 3.110
H -7.402 -2.182 2.063
H -6.105 -0.705 3.484
H -5.479 -0.550 1.840
Cl -0.083 3.237 -7.166
C -1.581 2.652 -6.396
C -2.656 3.707 -6.377
Cl -2.242 5.055 -5.283
H -1.331 2.318 -5.392
H -1.920 1.792 -6.969
H -3.586 3.274 -6.013
H -2.831 4.122 -7.365
Cl 1.704 -4.464 2.632
C 3.049 -5.141 3.591
C 3.788 -4.032 4.276
Cl 4.646 -3.072 3.052
H 3.705 -5.701 2.930
H 2.614 -5.829 4.313
H 4.533 -4.426 4.965
H 3.115 -3.383 4.831
Cl -10.089 -4.592 -0.301
C -8.518 -5.260 -0.815
C -8.391 -6.727 -0.499
Cl -8.293 -7.031 1.255
H -7.736 -4.682 -0.332
H -8.446 -5.111 -1.891
H -7.477 -7.118 -0.941
H -9.233 -7.292 -0.889
Cl 4.600 1.041 -9.494
C 3.118 1.324 -10.442
C 1.881 1.305 -9.583
Cl 1.526 -0.322 -8.947
H 3.071 0.571 -11.223
H 3.221 2.302 -10.909
H 1.019 1.608 -10.173
H 1.973 1.980 -8.738
Cl -7.805 8.795 -0.905
C -6.229 8.384 -0.175
C -5.619 9.550 0.554
Cl -5.107 10.848 -0.556
H -5.577 8.026 -0.965
H -6.406 7.568 0.523
H -4.730 9.220 1.088
H -6.315 9.979 1.271
Cl -6.322 -7.504 4.002
C -4.889 -6.447 4.010
C -4.853 -5.559 5.224
Cl -6.152 -4.338 5.179
H -4.897 -5.864 3.092
H -4.013 -7.094 4.001
H -3.909 -5.018 5.258
H -4.960 -6.128 6.143
*
```

***

# 4
Entry from the OMol25 dataset: C34H59FI2N2O17 as an isolated structure (wB97M-V/def2-TZVPD).

Highest occupied orbital energy = -8.28 eV
LUMO level = 0.09 eV
HOMO-LUMO gap = 8.37 eV

```
! wB97M-V def2-TZVPD RIJCOSX def2/J DEFGRID3
* xyz 0 1
C 3.865 0.723 0.593
C 4.740 1.858 1.060
I 6.818 1.583 0.712
C 4.232 2.939 1.659
I 5.567 4.478 2.350
N 2.821 3.051 1.863
C 2.429 4.245 2.647
C 0.925 4.362 2.870
C 0.308 3.185 3.675
C -0.853 2.505 2.936
N -0.567 1.150 2.470
C 0.404 0.289 2.852
C 0.299 -0.878 2.189
C -0.838 -0.731 1.329
C -1.325 0.508 1.545
C 2.147 3.158 0.577
O 2.334 4.086 -0.181
O 1.332 2.132 0.342
C 0.825 2.135 -1.005
C -0.374 3.083 -1.099
F -1.533 2.414 -1.420
H 3.039 0.540 1.282
H 3.438 1.016 -0.375
H 4.445 -0.174 0.387
H 2.763 5.168 2.164
H 2.890 4.135 3.629
H 0.358 4.530 1.949
H 0.778 5.276 3.453
H -0.127 3.610 4.583
H 1.082 2.495 4.003
H -1.725 2.437 3.598
H -1.203 3.078 2.075
H 1.154 0.533 3.588
H 0.956 -1.725 2.293
H -1.199 -1.491 0.655
H -2.197 0.908 1.047
H 1.606 2.358 -1.731
H 0.494 1.112 -1.196
H -0.150 3.889 -1.801
H -0.481 3.556 -0.119
C -1.172 -3.093 -3.460
C 0.339 -3.027 -3.374
O 0.821 -3.492 -2.104
C 0.805 -4.811 -1.931
O 0.436 -5.629 -2.734
O 1.252 -5.072 -0.701
C 1.198 -6.454 -0.341
H -1.625 -2.551 -2.628
H -1.519 -2.657 -4.397
H -1.526 -4.122 -3.407
H 0.665 -1.992 -3.454
H 0.815 -3.583 -4.182
H 1.715 -7.072 -1.074
H 0.162 -6.775 -0.238
H 1.696 -6.553 0.619
C -0.027 -7.158 -5.651
C 0.133 -5.871 -6.429
O 1.514 -5.565 -6.682
C 2.096 -6.284 -7.640
O 1.575 -7.136 -8.309
O 3.373 -5.899 -7.724
C 4.148 -6.655 -8.655
H 0.556 -7.120 -4.732
H -1.075 -7.322 -5.398
H 0.324 -8.016 -6.223
H -0.253 -5.040 -5.840
H -0.424 -5.893 -7.367
H 3.684 -6.661 -9.640
H 4.279 -7.674 -8.293
H 5.120 -6.175 -8.724
C 7.740 -3.265 5.280
C 6.914 -2.010 5.090
O 6.417 -1.897 3.749
C 5.393 -2.695 3.449
O 4.857 -3.475 4.192
O 5.073 -2.496 2.168
C 4.048 -3.366 1.683
H 8.542 -3.308 4.541
H 8.176 -3.287 6.279
H 7.133 -4.160 5.151
H 7.540 -1.133 5.249
H 6.090 -1.958 5.802
H 3.161 -3.318 2.311
H 4.420 -4.388 1.627
H 3.790 -3.029 0.682
C -5.344 5.744 7.320
C -3.984 5.566 6.678
O -4.042 4.694 5.539
C -4.563 5.228 4.435
O -4.965 6.354 4.309
O -4.576 4.285 3.490
C -5.197 4.686 2.267
H -5.777 4.774 7.570
H -5.261 6.340 8.229
H -6.037 6.243 6.644
H -3.305 5.089 7.384
H -3.542 6.523 6.397
H -4.756 5.601 1.877
H -6.269 4.814 2.412
H -5.030 3.883 1.553
C -4.703 2.591 -1.687
C -4.880 1.760 -2.938
O -6.259 1.670 -3.331
C -6.762 2.759 -3.909
O -6.171 3.781 -4.139
O -8.048 2.524 -4.180
C -8.743 3.647 -4.724
H -5.332 2.207 -0.880
H -3.666 2.579 -1.361
H -4.993 3.628 -1.854
H -4.558 0.738 -2.747
H -4.278 2.142 -3.763
H -8.233 4.039 -5.601
H -8.848 4.424 -3.968
H -9.731 3.300 -5.014
*
```